Here is a cluster of 3 separate species, C6H12Br6 in total from the OMol25 dataset. Energies are from ωB97M-V/def2-TZVPD.

- lowest unoccupied orbital energy (eV) = 0.467
- HOMO (eV) = -9.9221
- SMILES = BrCCBr.BrCCBr.BrCCBr
- DFT total energy (Ha) = -15679.9035
- gap between HOMO and LUMO (eV) = 10.39

```
! RIJCOSX wB97M-V def2-TZVPD def2/J DEFGRID3
* xyz 0 1
Br 3.7427 0.5085 0.3665
Br -5.0580 0.1291 -4.0267
Br -2.1565 0.9662 -0.5522
Br 2.4653 -2.5389 2.3833
Br 0.5017 0.4558 2.2374
Br 0.7682 0.4842 -3.1448
C 2.9337 0.8981 -1.3601
C -3.0115 1.0380 -2.3348
C -4.0579 -0.0444 -2.3606
C 0.6231 -0.7513 3.7237
C 1.5376 0.3353 -1.3541
C 1.9611 -1.4240 3.8809
H -2.1991 0.9085 -3.0388
H -3.4448 2.0306 -2.3507
H -0.1712 -1.4905 3.7125
H 0.5020 -0.1413 4.6194
H 0.8318 0.8502 -0.7105
H 1.5002 -0.7124 -1.0702
H 3.5223 0.4011 -2.1241
H 2.7800 -0.7798 4.1829
H 1.8303 -2.1376 4.6977
H -4.7580 0.0748 -1.5416
H 2.9713 1.9736 -1.4889
H -3.6142 -1.0338 -2.3463
*
```

Results of the Löwdin charge analysis, in e, for atoms 1 through 2:
1. Br 0.60
2. Br 0.61